1.
19
Properties=species:S:1:pos:R:3 method="wB97M-V/def2-TZVPD" gap_ha=0.339 spin_multiplicity=1
O 1.90 -1.39 -1.01
N -2.38 -0.33 1.26
N 1.04 0.61 -0.12
C -0.36 0.23 -0.19
C -0.96 0.09 1.23
C 2.03 -0.46 0.01
C -1.17 1.23 -1.04
H -2.96 0.49 1.11
H -1.65 1.96 -0.38
H 2.44 -1.16 -1.77
H 3.00 0.03 -0.05
H -0.37 -0.76 -0.64
H -0.88 1.05 1.71
H -0.53 1.76 -1.74
H 1.96 -0.93 0.99
H -2.56 -0.97 0.49
H -1.94 0.71 -1.59
H 1.25 1.46 0.37
H -0.40 -0.71 1.72

=====

2.
16
Properties=species:S:1:pos:R:3 method="wB97M-V/def2-TZVPD" charge=+1 gap_ha="0.204 / 0.264" spin_multiplicity=3
S 1.41 -1.71 -0.25
O -1.30 -0.20 -1.67
N 0.22 0.77 0.31
C -1.60 -0.92 -0.53
C 1.27 1.55 1.01
C -0.03 -0.71 0.50
H 1.36 2.52 0.47
H -1.64 -1.99 -0.69
H -2.33 -0.47 0.12
H 0.21 0.91 -0.72
H -1.22 -0.84 -2.43
H -0.21 -1.07 1.49
H 2.15 0.98 1.02
H 1.28 1.66 2.12
H -0.64 1.05 0.73
H 1.07 -1.55 -1.48

=====

3.
39
Properties=species:S:1:pos:R:3 method="wB97M-V/def2-TZVPD" gap_ha=0.376 spin_multiplicity=1
O -2.49 -2.55 -0.91
O 2.96 -0.31 -0.85
O 0.48 3.02 -0.04
O 2.91 -2.53 0.59
O -1.54 1.95 -2.84
O 1.26 -2.50 2.75
O -0.82 -2.19 1.34
O -4.20 0.30 0.30
O 2.76 2.12 0.75
O 0.27 0.08 -0.26
O 0.00 1.47 2.23
O -0.75 -1.11 -2.56
O -1.98 1.73 0.16
H -1.85 -2.64 -0.18
H 1.87 -2.15 2.13
H -0.44 0.44 -0.49
H 1.17 2.68 0.48
H -1.60 -1.93 1.57
H -3.19 0.13 0.29
H 3.33 -0.15 -1.68
H 2.85 1.28 0.56
H 2.91 -1.69 0.19
H 0.18 -0.82 0.41
H 3.44 2.21 1.37
H -4.37 1.03 0.99
H -0.20 -0.61 -1.87
H -2.73 2.18 0.03
H 2.00 0.04 -0.98
H -2.10 -2.23 -1.82
H -1.93 1.56 -3.64
H 0.08 -1.80 -2.46
H 0.03 1.32 1.27
H 0.48 -2.15 2.30
H -1.50 2.86 -3.18
H -1.52 2.48 0.17
H 3.83 -2.80 0.90
H 0.92 1.36 2.60
H 0.71 2.96 -0.89
H -1.21 -3.04 1.26

=====

4.
17
Properties=species:S:1:pos:R:3 method="wB97M-V/def2-TZVPD" charge=+1 gap_ha=0.393 spin_multiplicity=1
P 0.00 2.36 0.29
O 0.64 -1.30 -1.05
N -1.27 -0.71 0.11
N 2.17 0.81 -0.49
C 1.24 0.91 0.51
C -2.10 -1.75 -0.24
C -0.01 -0.56 -0.23
H 3.04 0.42 -0.27
H -0.97 1.72 1.11
H -1.61 -0.16 0.85
H -3.15 -1.61 0.00
H 1.66 -1.20 -1.19
H 0.49 3.25 1.27
H -1.70 -2.69 0.20
H 2.16 1.67 -1.09
H -1.98 -1.87 -1.31
H 1.38 0.73 1.53

=====

5.
88
Properties=species:S:1:pos:R:3 method="wB97M-V/def2-TZVPD" gap_ha=0.352 spin_multiplicity=1
O 2.28 -1.81 -4.61
O -4.23 2.21 2.26
O 5.13 -0.55 -0.87
O -4.47 -2.11 0.63
O 0.13 -1.04 0.56
O 1.05 -4.23 5.34
O 1.78 5.09 -0.09
N 1.50 -3.73 3.19
N -2.14 2.45 3.26
N -1.43 -0.04 -0.83
C -5.59 -1.78 -0.10
C 1.01 -2.29 -4.18
C -0.90 -1.11 -0.13
C 0.77 -0.08 -5.06
C 3.61 4.05 -1.19
C 4.48 0.35 -0.11
C -0.70 1.19 -0.94
C -5.81 -1.17 2.30
C 2.88 -1.19 -0.73
C 3.21 -0.26 0.44
C -6.33 -0.76 0.87
C 3.02 5.44 -0.75
C -3.45 2.80 2.99
C 2.24 -0.38 -4.63
C -1.59 1.28 2.64
C 1.17 4.14 -0.91
C 1.81 -2.32 3.52
C 2.26 3.33 -1.65
C -2.69 -0.10 -1.58
C 1.93 -4.15 1.84
C -4.90 -2.35 2.01
C -0.06 -1.34 -4.80
C 1.13 -4.60 4.19
C 4.30 -1.67 -1.11
C -1.25 3.33 3.93
H 2.43 0.55 0.50
H 5.14 0.58 0.71
H 3.28 -0.71 1.37
H 0.55 3.51 -0.29
H -2.25 0.92 1.82
H -6.19 -2.62 -0.38
H -3.14 -1.09 -1.49
H 2.81 -2.27 3.94
H -3.77 3.66 3.58
H 2.30 2.22 -1.38
H 0.95 -5.63 3.80
H -5.35 -1.30 -1.05
H 0.43 0.74 -4.43
H -3.34 0.68 -1.16
H -1.41 -2.08 -0.20
H 0.46 4.60 -1.63
H 3.00 -4.04 1.73
H -0.91 -1.16 -4.15
H 4.37 4.23 -1.98
H 4.45 -2.09 -2.11
H 2.03 3.33 -2.71
H 3.63 5.94 -0.05
H -5.31 -0.33 2.73
H -1.75 3.95 4.67
H 2.53 -0.58 -1.58
H 0.23 1.19 -0.42
H 2.86 6.10 -1.61
H -0.44 1.39 -2.01
H 4.62 -2.38 -0.35
H 0.94 -3.31 -4.59
H -3.97 -2.44 2.54
H 2.94 0.00 -5.38
H 4.01 3.47 -0.41
H 1.10 -1.94 4.21
H 1.31 -3.58 1.12
H -0.64 1.49 2.17
H 2.56 -0.08 -3.60
H 2.12 -1.94 -0.43
H 0.81 0.24 -6.12
H 4.38 1.28 -0.67
H -6.05 0.28 0.63
H -0.73 3.97 3.25
H -0.50 2.78 4.50
H -6.62 -1.55 2.90
H 1.72 -1.68 2.62
H 1.65 -5.19 1.64
H -1.34 0.45 3.31
H -5.46 -3.32 2.02
H -7.40 -0.89 0.80
H -2.41 0.12 -2.62
H 0.93 -2.28 -3.09
H -1.30 2.05 -0.60
H -0.39 -1.81 -5.76

=====

Respective ΔE to the lowest compared entry with this formula, charge and spin values: 35.1 40.3 158.3 99.5 21.8 kcal/mol.
Respective molecular weight values: 104.15 108.19 234.20 121.10 507.71 g/mol.
Respective E values: -9369.673 -17632.120 -27035.081 -17580.519 -45584.286 eV.